# 1
Computed, not measured: the molecule C9H11P, with ωB97M-V/def2-TZVPD.

- net charge = 0
- Kohn-Sham gap (eV) = 7.5137
- SMILES = C=CC=[PH2]c1ccccc1
- HOMO level (eV) = -7.1
- spin multiplicity = 1

CARTESIAN COORDINATES (ANGSTROEM)
P -1.513 -0.803 0.099
C -0.544 -2.318 -1.903
C 1.554 1.435 1.827
C -1.779 -1.811 -1.288
C -0.355 1.730 -0.198
C -0.398 0.613 0.604
C 0.647 0.347 1.498
C 1.629 2.586 0.987
C 0.631 2.738 -0.003
C 0.485 -2.664 -1.134
H -2.849 -0.361 0.554
H 0.701 3.578 -0.637
H 2.289 1.477 2.747
H 1.395 -3.280 -1.576
H -0.524 -2.521 -2.995
H 0.543 -2.454 -0.024
H 2.310 3.460 1.052
H -1.329 -1.389 1.458
H -1.146 1.780 -0.947
H -2.590 -1.540 -1.993
H 0.843 -0.604 1.873

Per-atom Löwdin charges, elementary charge units: 0.889 -0.347 -0.063 -0.400 -0.105 -0.402 -0.098 -0.088 -0.074 -0.107 0.028 0.082 0.132 0.082 0.097 0.036 0.110 0.023 0.102 0.038 0.064

# 2
Computed, not measured: C48H58Br2N3O2P2TeTi as an isolated structure, with ωB97M-V/def2-TZVPD.

- net charge = +1
- Kohn-Sham gap (eV) = 6.4461
- HOMO level (eV) = -9.6
- spin multiplicity = 1

CARTESIAN COORDINATES (ANGSTROEM)
Te 0.794 2.848 -3.594
Br -1.117 4.450 1.191
Br -1.366 0.995 -1.192
Ti -0.458 -0.812 0.125
P -2.767 -1.092 1.188
P 0.625 -1.893 -1.839
O 3.756 -0.208 1.455
O 0.705 -0.170 1.290
N 0.779 2.377 2.397
N 1.712 1.391 2.643
N -0.558 -2.747 0.547
C -4.252 -0.336 3.478
C -4.121 -1.615 -1.145
C 2.811 -0.230 -1.886
C 2.929 6.797 6.390
C 1.116 0.069 2.623
C -0.620 2.451 -6.129
C -0.928 2.187 -4.677
C -4.801 0.534 -0.017
C -2.899 -0.189 2.783
C -1.377 1.864 -7.138
C 1.863 7.381 4.318
C -2.492 1.278 2.625
C -3.792 -4.980 2.047
C 3.306 -4.367 0.070
C 0.190 4.688 2.544
C 2.584 -4.633 1.228
C 3.387 -1.020 2.477
C -4.308 -0.895 0.191
C 1.074 3.548 2.785
C 0.052 -4.063 -3.545
C 2.247 5.589 6.396
C 1.234 3.955 -5.368
C -3.841 -3.598 1.992
C 1.817 -1.817 4.118
C 1.385 5.272 5.359
C 1.199 6.155 4.296
C 2.730 7.695 5.350
C -2.662 -5.634 1.570
C -1.155 -1.852 -3.950
C -1.585 -4.926 1.068
C 4.314 -1.950 2.933
C -1.095 2.118 -8.469
C -0.547 -2.806 -2.918
C 2.125 -0.947 3.078
C 0.735 -3.334 0.413
C -0.049 2.968 -8.803
C 2.489 -1.591 -3.998
C 1.799 -0.899 -2.821
C 1.316 -4.113 1.412
C 0.706 3.557 -7.803
C 1.466 -3.053 -0.750
C -2.762 -2.867 1.503
C 3.990 -2.799 3.977
C 2.738 -2.746 4.575
C 2.752 -3.565 -0.910
C -1.613 -3.528 1.050
C 0.286 5.859 3.176
C 0.428 3.305 -6.464
H -1.686 1.651 -9.246
H -1.798 2.746 -4.337
H -0.414 -1.541 -4.689
H 3.023 -5.241 2.008
H 3.678 -0.872 -1.729
H -5.783 0.498 -0.491
H 1.705 8.085 3.511
H 0.839 -1.750 4.583
H 3.319 -3.345 -1.803
H -1.100 1.130 -4.485
H -3.761 -2.638 -1.018
H 3.144 0.547 1.416
H -5.059 -1.437 0.777
H 4.299 -4.774 -0.060
H -4.740 -3.088 2.317
H -1.961 -2.356 -4.485
H -4.135 1.094 -0.670
H -2.623 -6.715 1.578
H 3.247 8.645 5.348
H -2.143 -0.695 3.398
H -4.510 -1.376 3.672
H -2.192 1.200 -6.875
H 0.477 -4.727 -2.793
H 3.152 0.704 -2.334
H 3.599 7.047 7.201
H 0.817 4.350 5.393
H 1.787 -1.902 -4.769
H 2.019 3.769 3.286
H 1.523 4.219 -8.063
H 2.247 1.535 3.498
H -0.727 -5.457 0.683
H 0.941 4.992 -5.214
H 2.374 4.900 7.220
H 0.180 3.167 -9.841
H 0.233 0.032 3.277
H -1.564 -0.953 -3.486
H -2.449 1.748 3.609
H -5.055 0.120 2.901
H -1.336 -3.116 -2.220
H 1.153 -0.110 -3.228
H -4.911 1.087 0.914
H 0.771 -4.309 2.325
H -0.344 6.673 2.838
H 2.491 -3.405 5.395
H 2.301 3.922 -5.575
H 0.829 -3.822 -4.269
H -3.418 -1.067 -1.774
H -0.731 -4.610 -4.072
H 2.406 0.007 -0.900
H -1.518 1.407 2.150
H 5.288 -1.978 2.465
H -3.215 1.835 2.028
H 4.727 -3.508 4.331
H 3.068 -2.461 -3.692
H -4.629 -5.541 2.435
H 3.179 -0.880 -4.456
H -4.212 0.174 4.442
H -5.074 -1.664 -1.674

These are the Löwdin partial charges, in e, on atoms 1 to 99: 1.215 0.772 0.266 0.476 1.053 1.038 0.064 -0.263 0.038 -0.012 -0.128 -0.087 -0.105 -0.108 -0.078 -0.343 -0.295 -0.457 -0.104 -0.517 -0.046 -0.033 -0.134 -0.071 -0.057 -0.643 -0.052 -0.263 -0.519 -0.188 -0.084 -0.075 -0.449 -0.078 -0.036 -0.055 -0.232 -0.072 -0.056 -0.107 -0.017 -0.004 -0.082 -0.508 -0.119 -0.303 -0.080 -0.082 -0.536 -0.026 -0.040 -0.286 -0.300 -0.077 -0.087 -0.057 -0.289 -0.097 -0.297 0.104 0.058 0.075 0.115 0.084 0.091 0.117 0.116 0.097 0.016 0.074 0.085 0.106 0.113 0.099 0.092 0.030 0.113 0.108 0.107 0.065 0.113 0.076 0.065 0.106 0.113 0.062 0.133 0.116 0.151 0.114 0.055 0.106 0.105 0.142 0.026 0.093 0.075 0.100 0.033

# 3
Computed, not measured: the molecule C4H4N2O, with ωB97M-V/def2-TZVPD.

- net charge = 0
- Kohn-Sham gap (eV) = 10.1026
- SMILES = O=CC1C=NN=C1
- HOMO level (eV) = -10.3
- spin multiplicity = 1

CARTESIAN COORDINATES (ANGSTROEM)
O -1.672 -1.360 -0.170
N -0.230 1.395 1.475
N 0.150 2.015 0.112
C 0.478 -0.334 -0.039
C 0.061 0.100 1.383
C 0.480 0.974 -0.663
C -0.695 -1.035 -0.799
H 0.943 1.063 -1.596
H -0.627 -1.262 -1.822
H -0.216 -0.571 2.138
H 1.329 -0.985 -0.020

Per-atom Löwdin charges, elementary charge units: 0.078 0.064 0.076 -0.231 -0.089 -0.161 -0.182 0.098 0.111 0.092 0.144

# 4
Computed, not measured: a 15-piece molecular cluster, C37H70Cl14N8O2 overall, with ωB97M-V/def2-TZVPD.

- net charge = 0
- Kohn-Sham gap (eV) = 8.4447
- HOMO level (eV) = -8.5
- spin multiplicity = 1

CARTESIAN COORDINATES (ANGSTROEM)
Cl -8.190 0.816 -3.773
Cl -0.529 3.444 -5.622
Cl -8.111 -2.625 -0.477
Cl -5.475 -3.759 0.072
Cl -0.635 -3.554 -5.953
Cl 0.713 -0.999 -5.360
Cl -0.445 -4.072 5.737
Cl -6.424 0.484 -1.497
Cl -5.103 0.126 2.417
Cl -4.244 -0.885 -5.837
Cl -6.058 -2.345 -4.037
Cl -5.044 2.903 1.386
Cl -2.099 2.110 -7.683
Cl 1.286 -2.887 3.607
O -1.095 -1.244 -2.813
O 4.896 1.674 4.921
N 5.483 -3.628 0.792
N -2.020 0.104 4.699
N 1.402 6.719 -4.960
N 1.961 -5.224 -2.904
N 4.187 -2.628 -4.687
N 4.518 1.574 3.589
N -0.954 -0.720 -1.524
N -1.957 4.987 2.444
C 0.970 -2.754 -5.596
C 3.022 1.601 3.335
C -2.028 1.275 4.897
C -1.369 0.414 1.184
C -7.390 1.676 -2.362
C 2.757 1.642 1.838
C 5.462 0.686 2.791
C -2.753 0.970 -1.888
C -1.679 2.099 -5.951
C 4.474 -4.218 0.894
C 0.571 5.255 -2.918
C 0.081 -2.598 4.839
C -0.981 1.265 -0.050
C -1.997 2.684 5.208
C 2.310 0.449 4.102
C -1.332 0.721 -1.459
C 0.870 -5.394 -3.222
C -1.063 5.097 1.759
C 3.429 0.498 1.104
C 1.050 6.056 -4.077
C 5.483 -0.764 3.247
C -6.645 -2.440 0.405
C -0.907 -1.102 0.980
C 2.331 2.911 3.869
C -4.988 1.842 2.892
C -2.758 -2.095 -0.373
C -0.385 1.633 -2.396
C 4.207 -2.580 -3.534
C 4.261 -2.517 -2.092
C -4.591 -1.320 -4.167
C -0.414 -2.998 -0.684
C 6.964 1.166 2.852
C 0.079 5.118 0.815
C -0.558 -5.564 -3.596
C -1.278 -1.716 -0.459
C 3.259 -4.964 1.136
C 4.999 0.724 1.344
H 1.698 -2.881 -6.397
H -0.884 0.828 2.068
H 5.436 -0.857 4.332
H 4.421 -1.493 -1.756
H 6.358 -1.312 2.898
H -4.713 -0.398 -3.599
H -0.700 2.676 -2.359
H 2.403 -4.294 1.222
H -1.893 2.856 6.279
H 3.309 -2.812 -1.651
H 1.236 0.466 3.920
H 0.584 4.192 -3.157
H 0.095 1.278 0.128
H 0.139 -1.378 1.115
H -0.482 5.537 -2.882
H -5.823 2.115 3.537
H 1.042 5.487 -1.963
H -0.209 -1.008 -3.097
H -6.910 -2.518 1.460
H -0.845 -6.528 -3.177
H 3.135 -0.441 1.573
H -1.149 1.173 -5.725
H 1.694 1.428 1.725
H 5.322 2.534 4.937
H -0.407 1.253 -3.418
H 2.691 -0.524 3.794
H 7.638 0.385 2.500
H -3.716 -1.884 -3.845
H -3.326 -1.280 0.075
H 3.147 0.557 0.052
H 3.040 2.606 1.415
H -0.658 -3.760 0.058
H -0.606 -3.419 -1.671
H -1.337 -1.707 1.779
H 0.612 1.397 -2.026
H 0.469 -1.955 5.629
H -2.532 2.281 -5.297
H 7.026 2.124 2.335
H -4.060 2.107 3.399
H 2.703 3.856 3.474
H 3.334 -5.504 2.080
H 5.017 -3.256 -1.826
H -0.569 -5.663 -4.681
H -0.811 -2.125 4.427
H 1.335 -3.243 -4.693
H 5.275 1.634 0.812
H 0.365 6.168 0.750
H -2.834 3.208 4.746
H 3.098 -5.759 0.408
H -1.101 -4.683 -3.253
H -1.085 3.039 4.729
H 5.556 0.006 0.741
H -3.216 -2.355 -1.328
H -2.766 0.872 -2.974
H -6.198 -1.458 0.249
H 7.268 1.262 3.895
H -1.377 2.281 -0.041
H 4.677 -1.415 2.907
H 0.820 4.414 1.195
H 1.286 3.062 3.596
H 2.399 0.525 5.186
H -2.907 -2.966 0.265
H -6.676 2.398 -2.758
H -0.365 4.745 -0.108
H 0.670 -2.896 -0.748
H -3.493 0.311 -1.434
H -3.078 1.974 -1.617
H 2.441 3.056 4.944
H -8.087 2.152 -1.674
H -2.451 0.397 1.315

These are the Löwdin partial charges, in e, on atoms 1 to 99: 0.462 0.528 0.548 0.541 0.534 0.565 0.484 0.542 0.536 0.519 0.483 0.433 0.509 0.564 -0.057 -0.017 0.145 0.165 0.129 0.147 0.140 -0.098 -0.103 0.141 -0.899 -0.444 -0.260 -0.142 -0.923 -0.174 -0.474 -0.041 -0.995 -0.264 -0.100 -1.024 -0.136 -0.063 -0.041 -0.457 -0.277 -0.277 -0.142 -0.290 -0.054 -1.074 -0.092 -0.047 -0.918 -0.084 -0.018 -0.287 -0.082 -1.030 -0.025 -0.020 -0.045 -0.098 -0.437 -0.075 -0.128 0.033 0.079 0.087 0.079 0.077 -0.026 0.064 0.046 0.095 0.057 0.066 0.019 0.092 0.077 0.082 0.033 0.066 0.017 0.019 0.087 0.091 -0.024 0.095 0.104 0.037 0.022 0.080 0.009 0.054 0.102 0.122 0.090 0.040 0.099 0.083 0.023 0.024 0.080

# 5
Computed, not measured: the molecule C4H5NO, with ωB97M-V/def2-TZVPD.

- net charge = 0
- Kohn-Sham gap (eV) = 9.6701
- HOMO level (eV) = -9.3
- spin multiplicity = 1

CARTESIAN COORDINATES (ANGSTROEM)
O -0.150 0.816 -1.752
N -0.288 -1.115 -0.584
C -0.579 0.036 0.283
C -0.529 1.283 -0.574
C -0.030 -0.601 -1.697
C 0.512 0.164 1.355
H 0.659 -0.805 1.838
H -1.560 -0.085 0.759
H 0.231 0.912 2.099
H 0.279 -1.075 -2.620
H 1.457 0.471 0.894

Per-atom Löwdin charges, elementary charge units: -0.038 0.115 -0.418 0.035 -0.156 -0.060 0.081 0.145 0.081 0.132 0.084